# 1
68
Properties=species:S:1:pos:R:3:forces:R:3 method="wB97M-V/def2-TZVPD" multiplicity=5 largest_force_ev_per_a=2.4 homo_lumo_gap_ev="8.099 / 3.609" de_lowest_ev=0.426 total_charge=+3 homo_ev="-16.0 / -16.0"
Pt 0.7472 -2.2568 0.7958 -0.503 1.995 -1.194
O -0.6825 -1.3943 -0.8042 1.146 -1.365 0.515
P -1.5233 -0.1387 -0.7051 -1.331 1.388 -0.086
C -1.5240 0.4253 1.0439 0.665 -0.260 -0.453
P 0.2007 0.7774 1.5411 -0.827 1.242 1.008
O 1.1544 -0.1982 0.8444 0.543 -1.258 -0.136
C 0.6603 2.4481 1.0948 0.027 -0.354 -0.001
C -0.2476 3.5043 1.0963 -0.060 -0.092 -0.045
C 0.1951 4.7846 0.8092 -0.021 0.077 0.081
C 1.5380 5.0158 0.5421 -0.008 -0.046 0.028
C 2.4405 3.9599 0.5269 0.049 0.002 0.081
C 2.0074 2.6766 0.8100 -0.055 -0.060 0.004
C 0.2211 0.5696 3.3287 0.157 -0.094 -0.502
C -0.5299 1.4332 4.1224 -0.057 -0.050 0.013
C -0.5620 1.2426 5.4939 -0.018 0.069 -0.038
C 0.1707 0.2120 6.0691 0.040 -0.016 0.033
C 0.9251 -0.6429 5.2782 0.060 -0.025 -0.038
C 0.9546 -0.4656 3.9020 -0.085 -0.013 0.044
C -0.8790 1.2148 -1.7001 0.014 -0.564 0.057
C -1.6912 2.2984 -2.0257 -0.016 0.041 0.067
C -1.1747 3.3379 -2.7812 -0.057 -0.066 -0.023
C 0.1376 3.2802 -3.2327 -0.021 0.020 -0.037
C 0.9490 2.2041 -2.8995 -0.003 -0.076 -0.067
C 0.4376 1.1569 -2.1498 0.034 0.127 0.078
C -3.2459 -0.4449 -1.1396 0.652 -0.046 0.162
C -4.2776 0.3468 -0.6406 -0.175 -0.090 0.162
C -5.5910 0.0302 -0.9522 0.129 0.091 -0.057
C -5.8631 -1.0520 -1.7789 -0.127 0.014 -0.047
C -4.8349 -1.8387 -2.2771 0.172 0.085 -0.118
C -3.5179 -1.5266 -1.9736 -0.084 -0.093 0.083
H -1.8891 -0.4105 1.6470 -0.064 0.062 0.071
H -2.1635 1.2895 1.2187 0.002 0.024 -0.061
H -1.2947 3.3423 1.3220 -0.016 0.036 -0.031
H -0.5075 5.6067 0.8119 0.008 0.011 0.015
H 1.8854 6.0254 0.3692 -0.015 -0.006 -0.094
H 3.4864 4.1391 0.3181 -0.001 0.029 0.005
H 2.7033 1.8473 0.8206 0.063 0.051 -0.033
H -1.0848 2.2509 3.6773 -0.005 0.024 0.034
H -1.1535 1.9029 6.1131 0.036 0.013 0.021
H 0.1680 0.0866 7.1434 -0.040 -0.026 -0.002
H 1.5041 -1.4358 5.7323 0.003 0.019 0.027
H 1.5611 -1.1166 3.2807 0.054 0.032 0.055
H -2.7290 2.3238 -1.7173 0.001 0.024 0.009
H -1.8068 4.1771 -3.0370 0.015 -0.002 -0.055
H 0.5113 4.0593 -3.8838 0.072 0.071 0.124
H 1.9753 2.1748 -3.2411 -0.021 -0.002 -0.065
H 1.0486 0.2945 -1.9129 0.016 0.028 0.043
H -4.0842 1.1984 0.0006 0.022 -0.031 0.034
H -6.3946 0.6296 -0.5473 -0.029 0.012 -0.071
H -6.8870 -1.2671 -2.0547 -0.003 -0.080 0.092
H -5.0469 -2.6869 -2.9133 -0.063 0.035 -0.028
H -2.7057 -2.1222 -2.3700 -0.028 -0.054 0.026
C 2.5380 -5.0624 -1.4979 -0.162 -0.365 0.277
N 3.3566 -4.0561 -2.1604 0.143 0.142 -0.649
C 3.9801 -4.2034 -3.3538 -0.232 -0.312 0.268
C 4.6535 -3.0319 -3.6262 0.170 0.476 0.075
N 4.4281 -2.2021 -2.5863 0.319 -0.401 -0.420
C 3.6332 -2.8169 -1.6701 -0.355 0.351 1.199
S 3.2189 -2.1238 -0.1832 -0.045 -0.048 -0.617
H 2.2633 -5.8253 -2.2205 0.010 0.057 -0.052
H 1.6399 -4.5988 -1.0972 0.006 0.053 -0.110
H 3.0951 -5.5283 -0.6855 0.079 0.069 -0.048
H 3.9407 -5.1114 -3.9342 -0.063 -0.022 0.029
H 5.2647 -2.7674 -4.4743 -0.023 0.021 -0.020
H 4.8148 -1.2712 -2.4843 -0.037 0.009 0.082
S -0.7108 -5.9339 3.1644 -0.091 -0.180 0.190
C -0.1244 -4.7861 2.2570 0.248 0.268 -0.419
N 0.3180 -3.9497 1.5363 -0.217 -0.968 0.525



# 2
15
Properties=species:S:1:pos:R:3:forces:R:3 method="wB97M-V/def2-TZVPD" largest_force_ev_per_a=4.1 homo_lumo_gap_ev="9.094 / 7.853" de_lowest_ev=4.891 total_charge=0 homo_ev="-10.2 / -8.5"
C 1.5389 0.4995 1.4535 1.197 0.184 0.930
C -0.3884 1.5107 -0.6048 3.885 -0.668 0.434
C -0.7688 0.3012 0.2774 1.671 -0.131 1.304
C 0.4318 -0.2488 1.1789 -3.643 -0.388 -1.775
N 2.4824 0.9448 1.9445 0.615 0.628 -0.251
N 1.4153 -1.5965 -0.6901 -1.501 -2.247 1.785
S 0.0706 -1.4931 2.3544 -0.026 -0.373 0.444
H 0.2619 1.2213 -1.4599 -0.561 -0.456 0.399
H -1.2708 1.8122 -1.0072 -2.420 1.567 -1.204
H 0.2779 2.3716 -0.2274 -1.608 -1.237 0.392
H -0.9425 -0.5873 -0.3422 -0.544 0.473 -0.028
H -1.6708 0.5571 0.9205 1.153 -0.484 -0.598
H 1.5597 -2.5045 -0.0983 -0.614 1.779 -1.120
H 2.3406 -1.2614 -0.6694 1.797 1.004 -0.092
H -1.2725 -1.3784 2.6057 0.601 0.349 -0.620



# 3
16
Properties=species:S:1:pos:R:3:forces:R:3 method="wB97M-V/def2-TZVPD" largest_force_ev_per_a=4.4 homo_lumo_gap_ev=7.671 de_lowest_ev=0.829 total_charge=0 homo_ev=-7.2 smiles="NNc1ccc[nH]c1=S"
C -0.4838 1.8837 -0.0532 1.007 2.914 0.534
C -0.7293 0.5198 -0.0464 0.904 -1.090 -0.051
C 0.8459 2.3420 0.0365 -3.002 2.352 -2.159
C 0.3253 -0.3868 -0.0246 1.102 0.307 0.498
C 1.7006 0.0795 0.0553 0.636 0.214 -0.968
N 1.8334 1.4370 -0.0688 2.683 1.893 0.168
N -1.0402 -2.2423 0.0170 -3.405 -0.360 0.259
N 0.2279 -1.7596 0.0598 0.529 1.121 0.502
S 3.0727 -0.9162 0.0705 -0.616 0.401 -0.012
H -1.2613 2.7173 -0.1357 0.929 -1.717 0.254
H -1.7014 0.1057 -0.0936 -0.909 -0.150 -0.098
H 1.0040 3.5182 -0.2195 0.209 -3.259 1.014
H 2.7975 1.9284 -0.2246 -2.042 -2.187 0.661
H -1.5303 -2.2166 0.9199 0.744 0.182 -0.160
H -1.1500 -3.1864 -0.2856 0.595 -0.463 -0.490
H 0.9110 -2.2817 -0.4492 0.636 -0.159 0.047



# 4
11
Properties=species:S:1:pos:R:3:forces:R:3 method="wB97M-V/def2-TZVPD" largest_force_ev_per_a=3.9 homo_lumo_gap_ev=7.547 de_lowest_ev=1.826 total_charge=-1 homo_ev=-3.5
C -1.2434 0.0622 -1.8682 3.173 1.662 -1.612
O 0.1935 0.0648 -1.4424 -2.165 -1.279 -0.070
H -1.1310 -0.3051 -2.9383 -0.725 0.436 1.199
H -2.0428 -0.4688 -1.3521 0.556 -0.261 0.492
H -1.4032 1.1661 -1.8695 -0.931 -0.817 -0.256
C 1.4788 -0.2030 2.0564 -1.871 1.348 0.337
N 0.5159 0.3882 1.3416 -0.470 -1.420 -0.333
O 1.3054 -0.7119 3.1899 1.065 -0.550 -0.396
H 2.4527 -0.0503 1.5613 0.486 -0.356 0.401
H 0.2367 0.0397 -0.4506 0.311 0.456 0.283
H -0.3626 0.0181 1.7718 0.570 0.780 -0.047



# 5
9
Properties=species:S:1:pos:R:3:forces:R:3 method="wB97M-V/def2-TZVPD" largest_force_ev_per_a=4.0 homo_lumo_gap_ev="8.212 / 8.212" de_lowest_ev=2.130 total_charge=0 homo_ev="-10.4 / -10.4"
C -1.1103 1.3562 0.1398 0.504 0.018 -0.124
C 0.1466 -0.5492 0.1730 -1.556 3.604 -0.974
N -1.1821 2.4899 -0.0499 -0.096 0.689 0.024
N -0.0421 -1.9473 0.1977 -2.069 -2.296 -0.548
N -1.0185 0.0523 0.2783 1.301 -0.239 0.744
N 1.3454 0.1065 -0.0560 -3.374 -1.465 1.577
O -1.2170 -2.1861 -0.0926 2.907 -0.805 0.472
H 2.0086 -0.4143 -0.5869 0.787 0.561 -0.338
H 1.0693 1.0919 -0.0035 1.595 -0.067 -0.832